No. 1
This record from the OMol25 dataset describes a structure of composition C33H32AsBr2F6HfN6O4S at a distorted geometry. The level of theory is the ωB97M-V functional and the def2-TZVPD basis.

Results
- Energy above the lowest of the compared OMol25 structures with the same formula, charge and spin: 189.6 kJ/mol
- LUMO (spin up / spin down): -6.58 / -8.45 eV
- Largest force on an atom: 3.03 eV/A
- Kohn-Sham gap (spin up / spin down): 6.13 / 4.24 eV
- Total charge: +2
- 2S+1: 2
- DFT total energy: -10335.1294 a.u.

Geometry (Å):
Hf1 -0.48120 -0.40286 0.08970
O1 0.78576 2.91060 2.63626
C1 0.90414 2.35943 3.86278
C2 1.27496 3.18938 4.92294
C3 1.42106 2.68119 6.19662
C4 1.19572 1.33175 6.45133
C5 0.81784 0.50202 5.41366
C6 0.67939 0.99416 4.11958
C7 0.27570 0.01131 3.02173
O2 -0.25594 0.54770 1.88809
N1 1.45536 -0.79491 2.65293
N2 1.81929 -0.84825 1.41725
C8 2.88302 -1.55142 1.08470
C9 3.49316 -1.36469 -0.16852
Br1 2.87540 0.20008 -1.09188
C10 4.55037 -2.05928 -0.69051
C11 5.04570 -3.32740 -0.25478
C12 6.37110 -3.67619 -0.58470
C13 6.90197 -4.88017 -0.17754
C14 6.11737 -5.78166 0.53644
C15 4.78861 -5.47642 0.82647
C16 4.25419 -4.26865 0.43649
H1 0.38753 2.25080 2.05079
H2 1.42529 4.24011 4.71196
H3 1.69613 3.33934 7.00952
H4 1.29589 0.93168 7.45031
H5 0.60658 -0.54404 5.61764
H6 -0.42224 -0.67723 3.51340
H7 1.93935 -1.33445 3.37117
H8 3.38480 -2.19002 1.81078
H9 5.07319 -1.60346 -1.52519
H10 6.98320 -2.97281 -1.13621
H11 7.92650 -5.12124 -0.42544
H12 6.53174 -6.73193 0.84500
H13 4.16914 -6.20281 1.33506
H14 3.20279 -4.07268 0.60616
C17 -8.74220 -0.45354 -1.13695
C18 -7.37482 -0.18130 -0.59147
C19 -7.14482 0.92798 0.22474
C20 -5.88648 1.19420 0.72884
C21 -4.84609 0.33415 0.39681
C22 -5.03416 -0.77657 -0.41650
C23 -6.30195 -1.02307 -0.90248
S1 -3.28372 0.68618 1.09101
O3 -2.72414 -0.67925 1.61257
O4 -3.35513 1.65445 2.12484
N3 -2.19374 0.99823 -0.01418
C24 -1.46105 2.17573 -0.13871
C25 -1.98042 3.46481 -0.16076
C26 -1.14450 4.49879 -0.53184
C27 0.18378 4.22555 -0.84631
C28 0.63627 2.93157 -0.72551
N4 -0.15912 1.91326 -0.37071
H15 -9.51088 0.01600 -0.52651
H16 -8.94022 -1.52282 -1.19076
H17 -8.82511 -0.04600 -2.14682
H18 -7.96513 1.58419 0.48412
H19 -5.70518 2.03140 1.39007
H20 -4.21314 -1.44122 -0.65746
H21 -6.47571 -1.88849 -1.52878
H22 -3.01777 3.62606 0.09743
H23 -1.52437 5.50983 -0.58981
H24 0.86068 5.00457 -1.16368
H25 1.67821 2.69210 -0.89039
Br2 1.41356 -2.92108 -4.96360
C29 0.97526 -3.26643 -3.16078
C30 0.68628 -4.54412 -2.71002
C31 0.39276 -4.68741 -1.36538
C32 0.37627 -3.57578 -0.54240
N5 0.62788 -2.33089 -0.97703
C33 0.93261 -2.20331 -2.27800
H26 0.69148 -5.38908 -3.38502
H27 0.15868 -5.65739 -0.94987
H28 0.14152 -3.70236 0.50446
H29 1.16461 -1.21979 -2.64334
F1 -1.82060 -1.44099 -0.79572
As1 -2.62055 -2.37893 2.11946
F2 -0.68889 -2.06365 1.51785
F3 -2.92492 -3.05873 0.58822
F4 -1.98690 -3.92211 2.57876
F5 -4.23262 -2.55272 2.60358
F6 -2.11100 -1.83299 3.67338
N6 -0.78696 0.21714 -2.40278
H30 -1.62051 0.76640 -2.20999
H31 -1.13785 -0.60240 -2.89107
H32 -0.24060 0.75437 -3.07030

Forces on atoms 1 to 2 (eV/Å):
Hf 1.133 -0.329 -0.837
O 0.076 0.178 -0.183

Results of the Löwdin charge analysis, in e, for atoms 1 through 8: atom 1 (Hf): 1.735, atom 2 (O): 0.071, atom 3 (C): -0.249, atom 4 (C): 0.008, atom 5 (C): -0.053, atom 6 (C): -0.071, atom 7 (C): -0.044, atom 8 (C): -0.090

No. 2
This record from the OMol25 dataset describes a structure of composition C30H47BF3IrN8S3. The level of theory is the ωB97M-V functional and the def2-TZVPD basis.

Results
- Energy above the lowest of the compared OMol25 structures with the same formula, charge and spin: 0.0 kJ/mol
- LUMO (spin up / spin down): -9.63 / -11.53 eV
- Largest force on an atom: 0.65 eV/A
- Kohn-Sham gap (spin up / spin down): 7.47 / 5.53 eV
- Total charge: +3
- 2S+1: 2
- DFT total energy: -3231.9635 a.u.

Geometry (Å):
Ir1 -2.85792 -1.32074 -1.98154
C1 0.41904 0.71232 -5.30462
C2 0.59687 0.99143 -3.84547
C3 1.37673 2.02701 -3.37473
C4 1.52570 2.27546 -1.99549
N1 0.91679 1.48282 -1.12547
N2 0.16393 0.49696 -1.58909
B1 -0.24427 -0.24103 -0.33558
N3 0.55566 -1.46087 -0.02761
N4 1.83797 -1.23614 0.28130
C5 2.56607 -2.28490 0.59767
C6 2.00888 -3.58978 0.53410
C7 0.70148 -3.80736 0.18686
C8 0.09821 -5.17076 0.07946
C9 -0.05446 -2.64220 -0.08486
S1 -1.76144 -2.74895 -0.39329
C10 3.99076 -2.01117 1.05204
C11 3.89041 -1.32378 2.42608
C12 4.79979 -3.30168 1.18838
C13 4.67983 -1.07779 0.05037
N5 -1.01940 0.42679 0.70897
N6 -0.46532 0.27257 1.93369
C14 -0.91433 1.03294 2.89342
C15 -1.95429 1.97796 2.63529
C16 -2.56124 2.07834 1.41468
C17 -3.69647 3.01802 1.15402
C18 -2.07888 1.20572 0.40493
S2 -2.74431 1.07775 -1.17396
C19 -0.23726 0.90464 4.24994
C20 0.03968 -0.57192 4.55636
C21 1.08956 1.67939 4.14542
C22 -1.09525 1.50493 5.36516
C23 -0.04466 0.21175 -2.86535
S3 -1.04005 -1.16734 -3.30123
C24 2.34369 3.40931 -1.40804
C25 1.41462 4.26299 -0.52978
C26 2.96052 4.27662 -2.50424
C27 3.45181 2.79155 -0.53970
H1 0.96335 1.43802 -5.90344
H2 -0.63467 0.75623 -5.58489
H3 0.78591 -0.28476 -5.55775
H4 1.88151 2.66877 -4.08389
H5 2.64595 -4.43869 0.73938
H6 0.84870 -5.93512 0.26414
H7 -0.32567 -5.32074 -0.91498
H8 -0.71090 -5.30233 0.79972
H9 3.43610 -1.98282 3.16886
H10 3.30197 -0.40727 2.36308
H11 4.89128 -1.06791 2.77269
H12 4.39687 -3.96843 1.95255
H13 5.81306 -3.04526 1.49504
H14 4.87670 -3.84218 0.24259
H15 4.11210 -0.15987 -0.09315
H16 4.80974 -1.56625 -0.91756
H17 5.66774 -0.81515 0.42679
H18 -2.28281 2.61958 3.44170
H19 -3.67375 3.84326 1.86272
H20 -4.64962 2.49930 1.28142
H21 -3.66688 3.42121 0.14381
H22 0.58108 -1.05732 3.74481
H23 -0.88941 -1.11694 4.73339
H24 0.64486 -0.64193 5.45934
H25 1.71149 1.28373 3.34076
H26 1.63607 1.58972 5.08381
H27 0.91638 2.74181 3.96012
H28 -2.09016 1.05597 5.40477
H29 -1.19368 2.58836 5.28248
H30 -0.61388 1.30660 6.32205
H31 0.61946 4.72271 -1.12017
H32 1.99537 5.06224 -0.07099
H33 0.96729 3.66692 0.26707
H34 2.20236 4.74001 -3.13916
H35 3.65836 3.71637 -3.12969
H36 3.52514 5.08291 -2.03858
H37 3.02626 2.18205 0.25881
H38 4.03737 3.59123 -0.08745
H39 4.12767 2.17360 -1.13384
N7 -4.49872 -0.52550 -3.06710
C28 -5.67528 -0.30014 -2.17860
C29 -5.81498 -1.53781 -1.33038
N8 -4.48670 -1.77496 -0.68348
H40 -4.24843 0.34215 -3.53979
H41 -4.74486 -1.18321 -3.80771
H42 -6.57191 -0.10790 -2.76700
H43 -5.46634 0.57720 -1.56896
H44 -6.03898 -2.40975 -1.94268
H45 -6.60077 -1.43306 -0.58414
H46 -4.43312 -2.74764 -0.38286
H47 -4.40023 -1.20615 0.15617
F1 -3.61028 -2.82648 -4.25731
C30 -3.17413 -3.09405 -2.99790
F2 -2.10413 -3.88169 -3.14174
F3 -4.13828 -3.84951 -2.42096

Forces on atoms 1 to 2 (eV/Å):
Ir 0.604 -0.247 0.020
C -0.001 -0.009 0.015

Results of the Löwdin charge analysis, in e, for atoms 1 through 8: atom 1 (Ir): 0.833, atom 2 (C): -0.017, atom 3 (C): -0.195, atom 4 (C): 0.136, atom 5 (C): -0.131, atom 6 (N): 0.230, atom 7 (N): 0.000, atom 8 (B): -0.454